1.
One molecule with the formula C2H5BrO at a distorted geometry. Source: OMol25; level of theory: the ωB97M-V functional and the def2-TZVPD basis.

Each line ends with the natural charge from an NBO analysis.
Positions of all 9 atoms, in Å:
C 0.190181 0.390422 -0.482742  -0.669
H 1.070538 0.715780 0.075350  0.216
C -0.392697 -0.808511 0.217230  0.125
O -0.667012 -0.620851 1.543163  -0.693
H -1.409455 -1.315323 -0.170186  0.218
H 0.496905 0.157928 -1.496952  0.237
H 0.102399 -0.282421 2.024716  0.474
Br 0.912801 -2.352248 0.002345  -0.135
H -0.532027 1.206199 -0.494193  0.226

Forces on atoms 1 to 3 (eV/Å):
C -0.1 -0.1 0.0
H 0.0 0.0 0.0
C -2.2 -1.9 -0.6

SMILES: C[C@H](O)Br
Kohn-Sham gap, eV: 11.00
ΔE to the lowest compared entry with this formula, charge and spin, eV: 0.000
Lowest unoccupied orbital energy, eV: 0.890

2.
A 2-piece molecular cluster, C2H5BrOS overall at a distorted geometry. Source: OMol25; level of theory: the ωB97M-V functional and the def2-TZVPD basis.

Each line ends with the natural charge from an NBO analysis.
Positions of all 10 atoms, in Å:
S 1.228834 1.577521 -0.861404  -0.018
H 2.273984 -0.892960 0.120119  0.235
H 1.282028 -1.245650 1.413306  0.245
H 0.653367 -1.435280 -0.336239  0.258
C 1.166706 -0.757047 0.395809  -0.754
O 0.050770 1.093868 1.391644  -0.519
Br -4.747147 -0.393637 -0.309103  -0.196
H -4.598208 0.899487 -0.783020  0.196
H 1.989249 0.522173 -1.543601  0.147
C 0.700413 0.631522 0.512490  0.407

Forces on atoms 1 to 3 (eV/Å):
S 1.3 -0.5 -1.9
H -1.5 0.9 -0.1
H -1.1 0.4 -1.0

SMILES: CC(=O)S.Br
Kohn-Sham gap, eV: 10.62
ΔE to the lowest compared entry with this formula, charge and spin, eV: 0.421
Lowest unoccupied orbital energy, eV: 0.474

3.
One molecule with the formula C2H5BrSi at a distorted geometry. Source: OMol25; level of theory: the ωB97M-V functional and the def2-TZVPD basis.

Each line ends with the natural charge from an NBO analysis.
Positions of all 9 atoms, in Å:
H 0.284857 1.588744 -0.670951  0.218
Si -0.843732 -0.900070 -0.238773  0.988
C 0.646303 0.538940 -0.606560  -0.706
Br -2.808255 0.101520 0.075058  -0.273
C 0.429593 0.002046 0.800409  -0.819
H 1.654985 0.400802 -1.029832  0.223
H 1.241058 -0.500997 1.314647  0.238
H -0.000817 0.890468 1.312875  0.250
H -0.603993 -2.121455 -0.956873  -0.119

Forces on atoms 1 to 3 (eV/Å):
H 0.3 -0.9 -0.3
Si 2.2 3.3 -0.1
C -1.1 -0.7 -0.1

SMILES: Br[SiH]1CC1
Kohn-Sham gap, eV: 8.93
ΔE to the lowest compared entry with this formula, charge and spin, eV: 1.038
Lowest unoccupied orbital energy, eV: 0.562

4.
One molecule with the formula C2H5Cl3NP at a distorted geometry. Source: OMol25; level of theory: the ωB97M-V functional and the def2-TZVPD basis.

Each line ends with the natural charge from an NBO analysis.
Positions of all 12 atoms, in Å:
Cl -1.049224 -2.201734 1.317276  0.030
C 0.284997 -0.396294 -1.763717  -1.207
C -1.157039 -0.450723 0.802783  -0.439
H 2.135867 -0.317090 0.610032  0.405
H -0.191444 1.661733 0.050300  -0.104
H 1.091050 0.097759 -2.310238  0.237
H -0.493835 -0.610030 -2.509309  0.256
H 1.612288 1.045684 1.266767  0.401
Cl -2.730455 -0.103319 0.011356  0.021
Cl -1.212391 0.486639 2.270887  0.025
P 0.140269 0.349541 -0.247752  1.510
N 1.569917 0.437833 0.501615  -1.135

Forces on atoms 1 to 3 (eV/Å):
Cl 0.3 1.2 -0.9
C 0.0 0.8 0.3
C -1.3 -0.7 0.6

SMILES: C=[P@H](N)C(Cl)(Cl)Cl
Kohn-Sham gap, eV: 8.33
ΔE to the lowest compared entry with this formula, charge and spin, eV: 1.503
Lowest unoccupied orbital energy, eV: 0.367

5.
One molecule with the formula C2H5ClN2 at a distorted geometry. Source: OMol25; level of theory: the ωB97M-V functional and the def2-TZVPD basis.

Each line ends with the natural charge from an NBO analysis.
Positions of all 10 atoms, in Å:
C -0.425601 -0.540048 1.024289  -0.456
H 2.129112 1.354365 -0.547325  0.343
H 0.235400 0.190976 -2.184019  0.402
H -1.092178 -0.294116 -1.083765  0.389
N -0.202867 -0.055373 -1.217409  -0.812
N 1.542953 0.836679 0.256846  -0.732
H -0.199192 -1.579124 0.909734  0.229
H -0.288137 -0.036357 2.027201  0.246
Cl -2.122871 -0.145912 0.903538  -0.055
C 0.423382 0.268910 -0.089091  0.445

Forces on atoms 1 to 3 (eV/Å):
C 1.9 3.7 1.3
H -2.0 -1.8 1.9
H -1.6 -0.6 2.6

SMILES: [H]/N=C(\N)CCl
Kohn-Sham gap, eV: 10.35
ΔE to the lowest compared entry with this formula, charge and spin, eV: 1.016
Lowest unoccupied orbital energy, eV: 0.884

6.
One molecule with the formula C2H5ClN2 at a distorted geometry. Source: OMol25; level of theory: the ωB97M-V functional and the def2-TZVPD basis.

Each line ends with the Löwdin spin population.
Positions of all 10 atoms, in Å:
H -2.044671 -1.374236 0.823664  0.036
C -0.146871 -1.031948 0.243866  0.419
H -0.316284 1.491104 0.580288  0.027
H 1.650014 0.086885 0.509431  0.020
H 1.358502 0.005204 -1.146948  0.007
H 0.439476 -2.038107 0.412468  0.079
N 0.280168 1.521903 -0.176583  0.376
Cl -0.816857 1.762299 -1.481319  0.432
C 0.869228 0.245799 -0.260210  0.154
N -1.272705 -0.668903 0.495343  0.449

Forces on atoms 1 to 3 (eV/Å):
H 1.9 2.0 -1.0
C 5.8 -1.8 -2.3
H -1.4 0.7 2.6

Kohn-Sham gap (alpha / beta), eV: 4.54 / 6.42
ΔE to the lowest compared entry with this formula, charge and spin, eV: 1.395
Spin multiplicity: 3
Lowest unoccupied orbital energy (alpha / beta), eV: 0.568 / -3.106

7.
C2H5ClN2O as an isolated structure at a distorted geometry. Source: OMol25; level of theory: the ωB97M-V functional and the def2-TZVPD basis.

Each line ends with the natural charge from an NBO analysis.
Positions of all 11 atoms, in Å:
O 1.830463 -1.449735 -0.140921  -0.591
N 1.177717 0.827361 -0.286988  -0.496
Cl -1.936036 -0.088529 -0.190035  -0.126
C -0.330679 -1.007611 0.480409  -0.457
H -0.383837 -1.085505 1.878667  0.274
C 0.955284 -0.540755 -0.087331  0.575
N 0.619787 2.096094 0.237718  -0.618
H 0.665438 1.871467 1.220841  0.357
H -0.086497 -2.146345 0.110129  0.300
H 2.110668 1.154676 -0.727272  0.406
H -0.367027 2.134594 -0.137982  0.376

Forces on atoms 1 to 3 (eV/Å):
O -1.7 2.8 -0.8
N 3.1 0.7 -2.0
Cl 2.2 -1.5 0.9

Kohn-Sham gap, eV: 10.62
ΔE to the lowest compared entry with this formula, charge and spin, eV: 2.750
Lowest unoccupied orbital energy, eV: 0.381

8.
A 2-piece molecular cluster, C2H5ClO2 overall at a distorted geometry. Source: OMol25; level of theory: the ωB97M-V functional and the def2-TZVPD basis.

Each line ends with the natural charge from an NBO analysis.
Positions of all 10 atoms, in Å:
O -0.440724 -0.879002 0.825149  -0.571
C 1.419500 0.352002 0.265398  -0.722
H -1.168339 -1.419164 0.523888  0.515
H 1.950011 -0.161169 0.983367  0.247
O -1.982622 1.133812 -0.902867  -0.814
Cl -3.033818 0.092574 -0.286093  0.154
C 0.236189 -0.400623 -0.193203  0.456
H 2.062458 0.610712 -0.556241  0.240
H 0.984934 1.356565 0.498777  0.290
H -0.027585 -0.685706 -1.158178  0.206

Forces on atoms 1 to 3 (eV/Å):
O 1.3 0.2 -1.0
C -1.9 2.3 -2.8
H -1.2 -0.2 -0.2

Kohn-Sham gap (alpha / beta), eV: 7.24 / 6.02
ΔE to the lowest compared entry with this formula, charge and spin, eV: 4.631
Lowest unoccupied orbital energy (alpha / beta), eV: -0.761 / -1.432

9.
One molecule with the formula C2H5ClS2 at a distorted geometry. Source: OMol25; level of theory: the ωB97M-V functional and the def2-TZVPD basis.

Each line ends with the natural charge from an NBO analysis.
Positions of all 10 atoms, in Å:
H -1.405702 -0.548181 1.191476  0.230
H 1.452988 1.118927 -1.919737  0.128
S 0.290658 0.586392 -1.706168  0.057
H -1.939159 0.062799 -0.200338  0.231
H 2.590350 -0.250396 0.613088  0.148
Cl -0.005332 1.866578 1.164917  -0.233
C -1.252634 -0.563917 0.205827  -0.630
S 1.398517 -0.895943 0.812613  0.074
H -1.291504 -1.481365 -0.203544  0.223
C 0.161817 0.105106 0.041866  -0.227

Forces on atoms 1 to 3 (eV/Å):
H -0.8 -0.4 4.0
H 1.4 0.4 0.5
S -1.8 -0.8 0.3

SMILES: CC(S)(S)Cl
Kohn-Sham gap, eV: 9.57
ΔE to the lowest compared entry with this formula, charge and spin, eV: 1.509
Lowest unoccupied orbital energy, eV: 0.087

10.
C2H5CuLiO as an isolated structure at a distorted geometry. Source: OMol25; level of theory: the ωB97M-V functional and the def2-TZVPD basis.

Each line ends with the Löwdin spin population.
Positions of all 10 atoms, in Å:
H -1.962339 0.450613 0.388104  0.001
H -0.106947 0.823416 -1.332684  0.001
O 1.354730 -0.071487 -0.167029  0.141
C 0.162122 0.642498 -0.270906  0.008
Li 2.940392 0.624054 0.139921  0.132
C -0.987267 -0.044657 0.403767  -0.007
Cu 1.181806 -2.138867 -0.165297  0.676
H -0.781346 -0.549337 1.355917  0.005
H -2.064173 -1.397866 -0.524284  0.041
H 0.263020 1.661630 0.172495  0.002

Forces on atoms 1 to 3 (eV/Å):
H 0.6 0.3 0.3
H 0.1 0.0 0.3
O 0.5 0.3 0.1

Kohn-Sham gap (alpha / beta), eV: 4.01 / 6.84
ΔE to the lowest compared entry with this formula, charge and spin, eV: 3.298
Spin multiplicity: 2
Lowest unoccupied orbital energy (alpha / beta), eV: -0.943 / -1.082

- Look up the ΔE to the lowest compared entry with this formula, charge and spin of the sixth one.
  1.395 eV

- Among the records above, which one has the highest ΔE to the lowest compared entry with this formula, charge and spin?
  C2H5ClO2

- Which value of ΔE to the lowest compared entry with this formula, charge and spin does entry 10 give?
  3.298 eV

- What is the formula in the seventh record?
  C2H5ClN2O